{
  "formula": "C5H16NO2S",
  "method": "the ωB97M-V functional and the def2-TZVPD basis",
  "symbols": ["C", "C", "S", "C", "N", "C", "C", "H", "H", "H", "H", "H", "H", "H", "H", "H", "H", "H", "H", "H", "H", "O", "H", "H", "O"],
  "coordinates": [[-1.66, -0.81, 0.24], [-1.50, -0.82, -1.29], [-0.50, -2.23, -1.90], [-1.25, 0.42, 1.01], [0.21, 0.45, 1.37], [0.91, 1.29, 0.35], [2.08, 0.70, -0.36], [-1.21, -1.69, 0.73], [-2.70, -1.12, 0.29], [-1.18, 0.14, -1.77], [-2.43, -0.88, -1.94], [-1.65, 0.36, 2.09], [-1.45, 1.29, 0.46], [0.69, -0.42, 1.21], [0.14, 1.65, -0.41], [1.17, 2.16, 0.95], [2.84, 0.25, 0.30], [1.71, -0.12, -1.03], [2.54, 1.45, -1.09], [1.96, -1.21, -3.68], [1.50, -2.39, -2.85], [2.14, -2.06, -3.57], [-0.05, 1.12, 3.41], [-1.56, 1.20, 3.49], [-0.74, 1.24, 3.99]],
  "charge": -1,
  "e_lumo_ev": 3.4716,
  "energy_ha": -803.49905,
  "e_above_lowest_kcal_mol": 37.70,
  "homo_lumo_gap_ev": 6.47
}

---

{
  "formula": "C3H2O3Rb",
  "method": "the ωB97M-V functional and the def2-TZVPD basis",
  "symbols": ["O", "C", "C", "O", "C", "O", "Rb", "H", "H"],
  "coordinates": [[0.84, 0.89, -2.61], [0.73, -0.12, -3.69], [0.20, -1.15, -3.01], [0.01, -0.83, -1.63], [0.48, 0.35, -1.51], [0.36, 0.98, -0.38], [-0.44, -0.19, 3.29], [-0.05, -2.17, -3.26], [0.21, 1.93, -0.51]],
  "e_lumo_ev": [-0.2596, -0.1337],
  "energy_ha": -365.13997,
  "e_above_lowest_kcal_mol": 73.75,
  "homo_lumo_gap_ev": [3.83, 8.70],
  "multiplicity": 2
}

---

{
  "formula": "C5H7Br3N2",
  "method": "the ωB97M-V functional and the def2-TZVPD basis",
  "symbols": ["C", "C", "C", "C", "C", "N", "N", "Br", "Br", "Br", "H", "H", "H", "H", "H", "H", "H"],
  "coordinates": [[-1.82, -0.26, -0.03], [-1.02, 0.80, -0.11], [0.09, -1.34, -0.09], [1.26, 0.71, -1.32], [1.00, 0.42, 1.26], [-1.23, -1.48, -0.04], [0.46, 0.12, -0.08], [-4.65, -0.55, 0.11], [-1.43, 2.57, 0.07], [1.38, -2.66, 0.09], [2.39, 0.51, -1.11], [0.93, 0.35, -2.21], [1.03, 1.82, -1.19], [1.53, -0.55, 1.58], [1.69, 1.20, 1.23], [0.18, 0.65, 1.94], [-1.81, -2.30, -0.09]],
  "charge": 2,
  "e_lumo_ev": [-11.2241, -11.2233],
  "energy_ha": -8025.37077,
  "e_above_lowest_kcal_mol": 73.83,
  "homo_lumo_gap_ev": [6.66, 6.66]
}

---

{
  "formula": "C4H10O",
  "method": "the ωB97M-V functional and the def2-TZVPD basis",
  "symbols": ["C", "C", "O", "C", "C", "H", "H", "H", "H", "H", "H", "H", "H", "H", "H"],
  "coordinates": [[2.26, 0.60, 0.28], [1.19, -0.44, -0.06], [0.06, 0.23, -0.60], [-1.17, -0.46, -0.57], [-2.24, 0.27, 0.25], [3.14, 0.14, 0.75], [1.88, 1.36, 0.97], [2.56, 1.10, -0.65], [1.55, -1.13, -0.83], [0.93, -1.00, 0.86], [-1.03, -1.48, -0.17], [-1.54, -0.58, -1.61], [-3.20, -0.25, 0.17], [-2.40, 1.29, -0.12], [-1.98, 0.32, 1.31]],
  "e_lumo_ev": 1.1925,
  "energy_ha": -233.61943,
  "e_above_lowest_kcal_mol": 16.01,
  "homo_lumo_gap_ev": 10.78
}

---

{
  "formula": "C29H51AuNOP2Si4",
  "method": "the ωB97M-V functional and the def2-TZVPD basis",
  "symbols": ["C", "C", "C", "C", "C", "C", "C", "C", "C", "C", "C", "C", "C", "H", "H", "H", "H", "H", "H", "H", "N", "Au", "C", "H", "H", "C", "H", "H", "P", "P", "C", "H", "H", "H", "C", "H", "H", "H", "C", "H", "H", "H", "C", "H", "H", "H", "C", "O", "H", "C", "Si", "C", "C", "Si", "Si", "C", "C", "C", "Si", "C", "C", "C", "H", "H", "H", "H", "H", "H", "H", "H", "H", "H", "H", "H", "H", "H", "H", "H", "H", "H", "H", "H", "H", "H", "H", "H", "H", "H", "H"],
  "coordinates": [[-5.01, -2.13, 0.28], [-3.71, -2.08, -0.20], [-3.40, -1.22, -1.30], [-4.45, -0.60, -2.01], [-5.74, -0.63, -1.47], [-6.02, -1.36, -0.32], [-4.16, 0.08, -3.31], [-2.87, -0.39, -3.93], [-1.95, -1.09, -3.13], [-0.87, -1.79, -3.75], [-0.61, -1.56, -5.09], [-1.41, -0.70, -5.84], [-2.57, -0.15, -5.27], [-5.25, -2.79, 1.12], [-6.53, -0.08, -1.98], [-7.03, -1.36, 0.11], [-4.99, -0.12, -4.02], [0.25, -2.07, -5.56], [-1.15, -0.48, -6.88], [-3.24, 0.47, -5.87], [-2.10, -1.07, -1.75], [-0.35, -0.46, -0.35], [-2.61, -2.95, 0.36], [-2.07, -3.47, -0.45], [-3.03, -3.68, 1.06], [-0.06, -2.77, -2.93], [-0.72, -3.40, -2.31], [0.55, -3.41, -3.58], [-1.38, -1.93, 1.27], [1.07, -1.88, -1.79], [2.20, -1.04, -2.92], [3.06, -0.65, -2.36], [2.58, -1.75, -3.68], [1.70, -0.21, -3.44], [2.09, -3.19, -1.07], [2.63, -3.72, -1.88], [2.82, -2.76, -0.38], [1.46, -3.91, -0.54], [-2.41, -1.12, 2.53], [-3.03, -1.86, 3.06], [-1.78, -0.60, 3.26], [-3.08, -0.39, 2.05], [-0.46, -3.17, 2.21], [0.26, -2.69, 2.88], [-1.17, -3.76, 2.81], [0.07, -3.85, 1.52], [-0.27, 1.08, -1.62], [-0.61, 1.81, -2.44], [-4.15, 1.14, -3.18], [1.19, -0.37, 4.25], [2.40, -0.05, 2.84], [3.84, 0.86, 3.64], [3.07, -1.69, 2.19], [1.30, 1.00, 1.01], [0.10, 2.75, 2.04], [1.27, 3.85, 3.04], [-0.84, 3.79, 0.78], [-1.22, 2.13, 3.24], [3.03, 2.39, 0.03], [4.38, 3.02, 1.21], [3.98, 1.54, -1.35], [2.27, 3.94, -0.74], [1.66, -1.08, 4.95], [0.23, -0.80, 3.94], [0.99, 0.55, 4.82], [4.06, 0.37, 4.61], [4.76, 0.80, 3.04], [3.64, 1.92, 3.86], [2.28, -2.35, 1.81], [3.80, -1.52, 1.38], [3.59, -2.20, 3.01], [1.95, 4.44, 2.41], [0.63, 4.56, 3.59], [1.86, 3.29, 3.77], [-1.41, 3.17, 0.08], [-1.55, 4.41, 1.33], [-0.19, 4.46, 0.20], [-2.03, 1.63, 2.72], [-0.83, 1.46, 4.01], [-1.64, 3.01, 3.75], [5.10, 2.23, 1.45], [4.92, 3.82, 0.69], [4.00, 3.44, 2.15], [3.39, 1.51, -2.27], [4.90, 2.10, -1.55], [4.27, 0.52, -1.08], [1.42, 3.70, -1.40], [1.93, 4.68, 0.00], [3.04, 4.42, -1.36]],
  "charge": 1,
  "e_lumo_ev": [-2.4048, -4.8763],
  "energy_ha": -3241.85843,
  "homo_lumo_gap_ev": [6.30, 5.34],
  "multiplicity": 3
}

---

{
  "formula": "C40H38Cl4N2O4",
  "method": "the ωB97M-V functional and the def2-TZVPD basis",
  "symbols": ["O", "C", "C", "C", "C", "C", "C", "C", "C", "O", "C", "C", "C", "C", "C", "C", "H", "H", "H", "H", "H", "H", "H", "H", "O", "C", "C", "C", "C", "C", "C", "C", "C", "O", "C", "C", "C", "C", "C", "C", "H", "H", "H", "H", "H", "H", "H", "H", "C", "C", "C", "C", "N", "H", "H", "H", "H", "H", "H", "H", "C", "C", "C", "C", "N", "H", "H", "H", "H", "H", "H", "H", "Cl", "C", "C", "Cl", "H", "H", "H", "H", "Cl", "C", "C", "Cl", "H", "H", "H", "H"],
  "coordinates": [[16.16, 44.23, -10.19], [16.84, 43.49, -10.90], [16.87, 41.97, -10.93], [16.30, 41.24, -9.84], [16.48, 39.83, -9.72], [17.23, 39.17, -10.70], [17.80, 39.87, -11.76], [17.59, 41.24, -11.87], [18.27, 41.94, -13.02], [18.61, 41.42, -14.11], [18.68, 43.40, -12.73], [19.75, 44.03, -13.42], [20.03, 45.33, -13.16], [19.26, 46.12, -12.26], [18.30, 45.46, -11.53], [17.98, 44.10, -11.74], [15.74, 41.80, -9.11], [16.12, 39.29, -8.85], [17.40, 38.12, -10.51], [18.58, 39.40, -12.34], [20.33, 43.58, -14.21], [20.92, 45.74, -13.62], [19.53, 47.15, -12.07], [17.70, 45.97, -10.78], [9.94, 28.99, -7.30], [10.12, 28.99, -8.48], [9.97, 27.77, -9.34], [9.63, 26.54, -8.78], [9.55, 25.30, -9.49], [9.93, 25.34, -10.84], [10.35, 26.49, -11.46], [10.30, 27.75, -10.74], [10.71, 29.01, -11.45], [10.90, 29.09, -12.65], [10.85, 30.26, -10.62], [11.33, 31.44, -11.24], [11.51, 32.55, -10.48], [11.43, 32.57, -9.11], [11.02, 31.38, -8.47], [10.64, 30.24, -9.20], [9.42, 26.40, -7.73], [9.23, 24.42, -8.96], [10.04, 24.49, -11.49], [10.89, 26.47, -12.40], [11.55, 31.38, -12.29], [12.03, 33.32, -11.02], [11.64, 33.46, -8.54], [10.71, 31.52, -7.45], [15.60, 40.78, -16.28], [15.22, 41.32, -14.89], [14.30, 40.36, -14.09], [14.87, 39.03, -13.82], [15.31, 37.97, -13.63], [16.55, 40.24, -16.30], [15.59, 41.64, -16.95], [14.76, 40.20, -16.64], [14.66, 42.25, -14.99], [16.09, 41.69, -14.35], [13.29, 40.19, -14.47], [14.18, 40.86, -13.13], [14.97, 39.24, -3.75], [14.65, 38.04, -4.66], [13.32, 37.33, -4.43], [13.17, 36.56, -3.19], [13.10, 35.91, -2.19], [14.45, 39.15, -2.80], [14.68, 40.18, -4.23], [15.99, 39.15, -3.37], [15.42, 37.35, -4.31], [14.82, 38.28, -5.71], [13.21, 36.54, -5.17], [12.48, 38.00, -4.59], [11.89, 38.70, -10.06], [13.42, 37.80, -10.30], [13.23, 36.34, -9.74], [12.66, 36.55, -8.02], [14.15, 38.38, -9.73], [13.68, 37.92, -11.35], [14.17, 35.79, -9.84], [12.57, 35.66, -10.27], [7.27, 37.61, -10.15], [7.65, 36.01, -10.82], [9.00, 35.53, -10.29], [8.85, 34.74, -8.53], [7.63, 36.11, -11.91], [6.86, 35.33, -10.49], [9.80, 36.27, -10.33], [9.45, 34.70, -10.82]],
  "e_lumo_ev": -1.4099,
  "energy_ha": -3798.20779,
  "e_above_lowest_kcal_mol": 57.86,
  "homo_lumo_gap_ev": 8.20
}